The following is a quantum chemistry calculation of 11 unconnected molecules or ions with the total composition C43H112N4O15, from the Open Molecules 2025 dataset.

Values from the calculation:
- Energy relative to the best compared isomer or geometry (same formula, charge and spin): 2.955 eV
- HOMO-LUMO gap: 8.961 eV
- E_tot: -3052.8527 Ha
- M: 925.38 g mol⁻¹
- E_HOMO: -8.533 eV

```
174
Properties=species:S:1:pos:R:3:forces:R:3:lowdin_charge:R:1
O -0.31401 43.34373 17.39411 0.00 -0.13 0.13 -0.05
O 1.66773 36.27152 13.31059 -0.52 -0.33 0.00 -0.20
O -7.64430 44.27317 27.74954 0.06 -0.12 -0.02 -0.20
O -1.33024 37.71765 21.22965 0.02 0.56 -1.74 -0.05
O -15.13265 42.68418 19.60936 0.09 0.45 0.62 -0.17
O -5.84332 40.22251 17.58553 0.08 0.67 0.16 -0.17
O -6.48176 37.71574 21.62796 -0.20 0.32 -0.04 -0.10
O -13.52791 45.63294 21.58137 -0.17 -0.82 0.15 -0.18
O -10.13219 43.75762 18.22615 0.20 0.21 1.13 -0.12
O -10.14482 38.31821 17.73570 -0.12 0.23 -0.02 -0.09
O -1.96690 39.15206 15.17113 -0.35 0.21 -0.01 -0.18
O -12.60426 36.83299 18.65187 -0.03 -0.55 -0.08 -0.07
O -5.34220 44.82011 18.22777 0.05 -0.67 0.26 -0.08
O -9.71074 41.42445 22.67280 -1.07 0.67 -0.63 -0.22
O -5.54438 39.75297 30.67158 0.27 0.03 -0.16 -0.20
N -8.42842 39.13562 20.06244 -0.69 0.64 0.11 -0.03
N -0.07178 36.91759 15.52933 0.86 -0.37 0.03 -0.06
N -12.51591 43.00282 20.38190 -0.49 0.58 0.85 -0.03
N -5.79981 41.13027 28.20493 -0.12 0.68 0.25 -0.05
C -16.39328 43.23468 19.83386 -1.66 0.18 -0.44 -0.13
C -7.40102 42.89366 27.46402 0.66 0.79 0.26 -0.22
C -13.18493 41.69667 20.52210 0.06 0.32 -1.18 -0.19
C 0.44305 41.89070 15.60120 -1.12 -0.55 -0.55 -0.06
C -14.40014 45.33960 22.65859 -0.10 1.18 0.00 -0.11
C 1.73741 35.53729 14.52193 0.55 1.12 0.02 -0.23
C -3.27823 39.07563 20.77269 0.58 -1.12 -0.61 -0.06
C -13.92470 38.05469 20.25916 -1.41 -1.13 1.16 -0.05
C -6.52801 42.34848 28.57722 -0.60 -0.30 0.99 -0.20
C -1.80719 42.99914 15.56878 -0.23 0.43 0.35 -0.05
C -0.34074 37.97647 16.50017 -2.09 -0.18 -1.25 -0.19
C -7.03517 36.41793 21.83142 1.02 0.06 0.52 -0.48
C -6.56646 46.72142 17.49162 1.18 1.18 -0.74 -0.06
C -6.05241 44.76894 15.98137 0.85 -1.15 -0.13 -0.05
C -10.26185 37.28232 15.58620 -1.00 0.84 -0.56 -0.04
C -0.74711 42.35934 16.46063 0.48 -0.34 -1.06 -0.49
C -14.68807 41.90767 20.70442 0.57 -1.02 0.07 -0.22
C -9.42662 41.91872 23.95300 1.48 -0.61 0.22 -0.12
C -5.60473 39.41594 32.05126 -0.38 -0.07 -1.08 -0.09
C -3.33539 39.23599 14.85101 -1.19 -1.12 0.12 -0.12
C -7.63131 40.02482 19.24007 1.19 1.53 -0.67 -0.21
C -2.66286 38.00996 21.63049 0.48 -0.92 2.68 -0.50
C 2.14003 35.54462 12.20056 0.19 0.21 0.03 -0.12
C -8.73506 40.57602 22.08575 0.28 0.90 0.63 -0.20
C -8.79468 43.30133 18.41548 0.03 0.05 -0.99 -0.15
C -4.83061 41.05296 18.15775 -0.42 0.07 0.17 -0.08
C -11.71175 36.98631 20.81986 0.28 -0.57 -0.05 -0.04
C -5.52958 45.67791 17.09526 -1.14 -1.05 0.42 -0.47
C -12.22667 45.09319 21.76399 0.48 0.65 -0.64 -0.22
C -1.81744 38.35141 16.32959 0.20 -0.26 0.40 -0.24
C -10.46697 38.59750 16.35866 -0.09 -0.47 0.39 -0.46
C -6.72796 39.53026 29.94115 0.10 -0.19 0.61 -0.25
C -7.27133 35.72711 20.50089 -0.27 0.01 -0.73 -0.05
C -2.60998 38.42844 23.11972 -0.35 0.37 -0.71 -0.05
C -8.13855 44.97128 26.62048 0.31 0.01 0.51 -0.11
C 1.31881 36.44925 15.66006 -1.31 -0.54 -0.02 -0.21
C -13.00838 36.84142 20.03139 0.58 1.79 0.03 -0.44
C -5.98976 35.69023 22.69715 -0.67 -0.09 -0.94 -0.05
C -9.37521 39.90419 20.89739 -0.36 -0.80 0.78 -0.18
C -6.52409 39.90946 28.49842 -0.25 -0.56 -1.04 -0.22
C -6.41647 39.38742 18.53746 -1.87 -2.00 0.19 -0.24
C -12.13308 43.58251 21.67433 1.04 -0.19 0.50 -0.22
C -9.63056 39.74922 15.84345 0.61 -0.48 0.75 -0.04
H -1.95427 37.77628 23.69459 0.11 -0.03 -0.04 0.07
H -7.50954 46.36980 17.89641 0.09 -0.46 -0.10 0.07
H -4.53991 45.00016 18.72028 0.12 0.29 -0.17 0.09
H -7.53967 39.88550 28.08133 0.15 0.45 -0.27 0.12
H -1.17059 41.49285 16.97778 -0.10 0.02 0.10 0.12
H -10.12396 40.22893 15.00305 0.14 0.04 -0.09 0.08
H -6.43902 39.95857 32.50455 0.17 0.03 0.35 0.09
H -8.39856 39.86602 22.84880 0.13 -0.26 -0.25 0.13
H -9.23038 44.91160 26.58923 0.00 -0.15 -0.37 0.08
H -11.62425 45.61197 21.01169 -0.03 -0.36 -0.25 0.13
H -6.81991 44.06701 16.31665 -0.61 0.80 0.22 0.06
H -10.83153 37.69259 18.01143 0.03 0.01 0.22 0.05
H -13.36621 36.62150 18.10229 0.02 0.03 0.00 0.10
H 0.51803 43.00877 17.74561 -0.05 0.20 0.16 0.08
H -3.60911 38.34744 23.55491 0.05 0.29 0.03 0.08
H -2.20332 42.36404 14.77732 0.18 -0.36 0.20 0.08
H -5.31271 43.99822 15.72250 0.49 0.52 -0.11 0.07
H -12.64482 43.20403 22.57311 -0.37 -0.38 -0.34 0.12
H -9.08730 38.73200 19.39388 0.55 -0.61 -0.10 0.07
H -3.28500 37.10587 21.68058 0.10 -0.06 -0.79 0.11
H -4.27556 39.24338 21.17369 0.06 0.59 -0.09 0.08
H 1.11501 34.63928 14.49243 0.04 -0.07 -0.08 0.13
H -8.62348 39.40830 15.58882 -0.03 0.14 -0.19 0.09
H -7.56330 40.08800 30.38277 0.05 0.15 0.11 0.11
H 3.19527 35.28412 12.34780 0.06 0.09 -0.17 0.09
H -8.36250 42.38485 27.37155 0.10 -0.29 -0.36 0.12
H -5.77985 38.33985 32.14750 0.06 -0.02 0.24 0.09
H -11.48634 39.01028 16.35033 -0.18 -0.69 -0.19 0.14
H -0.29766 37.52781 17.49173 0.75 0.44 0.19 0.13
H -16.52858 43.85285 20.72816 0.63 -0.09 0.19 0.08
H -5.92516 36.09874 23.70168 0.08 0.06 0.00 0.07
H -11.79450 37.45307 21.80027 -0.43 0.01 -0.03 0.08
H -15.28174 45.96633 22.50589 0.00 -0.09 -0.02 0.09
H -14.95132 37.67858 20.15804 -0.08 0.40 -0.64 0.08
H 1.28575 35.80356 16.54425 0.58 0.28 0.23 0.12
H -10.07857 39.18609 21.32696 0.07 -0.14 -0.05 0.10
H -8.32555 35.80306 20.22523 0.01 -0.21 -0.07 0.06
H -8.26458 40.50384 18.48396 0.16 -0.21 -0.22 0.10
H -6.08801 47.39323 18.20989 -0.26 0.00 0.15 0.08
H 2.01358 36.20796 11.34734 0.19 -0.13 -0.11 0.09
H -8.60579 42.86602 17.42980 0.73 -0.46 0.40 0.07
H -7.02147 38.47262 29.95749 0.03 -0.09 0.15 0.12
H -10.00169 42.78450 24.27584 -0.74 -0.31 -0.45 0.08
H -13.53490 35.92285 20.28769 0.01 -0.07 -0.01 0.13
H 2.79912 35.30836 14.68404 -0.11 -0.53 0.10 0.12
H -7.04996 38.21502 20.99852 -0.21 -0.31 0.36 0.03
H -3.93733 40.43268 18.20253 0.45 0.52 0.04 0.07
H -1.41853 43.89463 15.07831 0.20 -0.01 0.10 0.08
H -13.02079 41.15066 19.58654 -0.13 0.08 -0.08 0.11
H -6.31892 45.27321 15.05488 -0.22 0.15 0.15 0.08
H -17.19467 42.48073 19.87416 0.28 -0.30 0.18 0.09
H -10.58499 43.62440 19.07046 -0.45 0.08 -0.21 0.03
H -7.86036 46.02117 26.72011 -0.03 -0.02 0.10 0.08
H -7.87984 41.20104 21.79983 0.12 -0.15 -0.03 0.12
H -8.02848 44.06564 18.59193 -0.39 0.39 -0.08 0.06
H -3.37234 38.66674 19.76238 -0.15 0.12 -0.04 0.07
H -0.79941 37.20522 21.83435 -0.42 -0.17 0.56 0.08
H -7.97638 36.47331 22.38922 -0.08 0.15 -0.01 0.13
H -11.25882 36.00628 20.98575 0.18 0.08 -0.17 0.08
H -10.38221 37.54563 14.52934 0.50 -0.37 -0.09 0.08
H -12.69571 41.07249 21.27103 -0.23 0.26 0.37 0.12
H -8.66671 42.59639 19.23825 -0.34 -0.25 -0.21 0.06
H -14.75106 44.31092 22.75491 0.37 -0.17 -0.12 0.07
H -2.24147 39.45658 23.14075 -0.02 -0.02 0.45 0.08
H -6.94860 34.68620 20.44439 -0.19 -0.07 0.33 0.07
H -13.21194 43.65791 20.03224 -0.03 -0.29 -0.54 0.10
H 0.21094 38.89441 16.27158 0.54 -0.10 0.73 0.11
H -9.50526 41.07276 24.64248 -0.12 0.29 0.46 0.09
H -10.04662 40.58358 20.35662 0.52 0.38 -0.28 0.13
H 0.82200 42.75420 15.05627 0.52 -0.05 0.23 0.08
H -15.23163 40.95455 20.68757 0.05 -0.09 0.15 0.12
H -2.36760 37.40458 16.26620 -0.10 0.00 -0.44 0.12
H -13.92023 45.69679 23.57742 -0.14 -0.36 0.21 0.09
H -5.71907 38.89986 19.22813 0.28 0.66 0.22 0.10
H -3.71499 38.21594 14.69426 0.04 -0.06 -0.23 0.09
H -0.25256 37.19337 14.57144 0.03 0.38 0.11 0.11
H -7.64242 44.58096 25.72794 -0.37 0.06 -0.25 0.08
H -4.63374 39.68934 32.45104 -0.13 0.02 0.31 0.09
H -4.95835 41.06917 28.76840 0.07 0.20 -0.16 0.10
H -6.72587 36.22909 19.69816 0.12 0.14 0.16 0.08
H -7.13493 42.14118 29.46866 -0.19 0.17 0.01 0.11
H -2.26871 38.84119 17.20347 0.36 0.37 0.04 0.11
H -11.09046 43.27563 21.81334 0.02 0.30 0.38 0.10
H -7.19060 40.88363 19.76243 -0.44 -0.18 0.63 0.10
H -3.60450 39.78622 13.95217 0.78 0.31 -0.04 0.09
H 0.06594 41.19504 14.84227 -0.19 0.15 -0.03 0.07
H -9.30166 36.83993 15.83838 0.22 0.26 -0.26 0.08
H -9.52615 40.44398 16.67937 -0.09 0.27 -0.26 0.07
H -6.00267 39.13249 27.92863 0.05 -0.20 0.44 0.12
H -6.25228 34.63135 22.72087 0.12 -0.03 0.28 0.07
H -13.96141 38.32043 21.32085 0.49 0.18 -0.03 0.08
H -5.05154 35.80217 22.15309 0.19 -0.09 0.28 0.06
H 1.60944 34.60682 12.00129 -0.27 0.07 0.22 0.09
H -4.74921 41.99327 17.61363 0.31 -0.38 -0.63 0.08
H -6.75587 42.85148 26.58032 -0.49 -0.33 -0.38 0.12
H -6.86283 38.49876 18.06327 0.29 0.19 -0.66 0.12
H -2.64784 43.32690 16.18498 -0.04 -0.02 0.00 0.06
H -4.56307 46.10971 16.82701 -0.19 0.28 -0.16 0.14
H -11.01669 36.51244 15.76421 -0.13 0.20 0.37 0.07
H -8.39517 42.29455 24.01655 0.15 -0.20 -0.10 0.08
H -16.71061 43.86173 18.99767 0.57 0.02 -0.14 0.09
H 1.99827 37.29713 15.79150 0.30 -0.17 -0.03 0.12
H -11.03041 37.60399 20.23586 0.06 -0.06 0.00 0.05
H -11.78646 45.44163 22.70843 -0.26 -0.23 0.24 0.12
H -13.78088 38.95068 19.66602 0.38 -0.19 -0.23 0.07
H 1.18150 41.26392 16.10398 0.27 0.62 0.39 0.07
H -3.98733 39.58673 15.66090 0.42 0.43 0.22 0.07
H -6.74428 47.32862 16.59533 -0.32 0.04 0.17 0.08
H -14.84354 42.35475 21.69180 -0.33 0.43 -0.17 0.11
H -5.89812 43.18262 28.88937 0.47 -0.27 -0.27 0.13
H -2.57518 39.90620 20.70072 -0.44 0.38 0.28 0.09
H -5.07957 41.43634 19.15370 -0.14 -0.53 0.21 0.09
```
Positions in Å, forces in eV/Å.